[1]
5
Properties=species:S:1:pos:R:3:forces:R:3 method="wB97M-V/def2-TZVPD" de_lowest_kcal_mol=0.6 e_lumo_ev=-0.34 total_energy_ha=-1295.26799 gap_ev=9.6 homo_energy_ev=-9.94 max_force_ev_per_a=0.90
C -1.396850 -0.287918 0.073683 -0.325 0.011 0.593
S -1.299279 -1.837558 0.157029 0.124 0.468 -0.294
S -1.580658 1.258670 0.161783 0.232 -0.485 -0.306
Cl 2.696922 0.342816 0.133628 -0.770 0.115 -0.452
H 1.579867 0.523992 -0.526122 0.739 -0.109 0.458


[2]
15
Properties=species:S:1:pos:R:3:forces:R:3 method="wB97M-V/def2-TZVPD" de_lowest_kcal_mol=44.5 e_lumo_ev=0.82 total_energy_ha=-345.73401 gap_ev=10.2 homo_energy_ev=-9.43 max_force_ev_per_a=0.81
O 2.100913 -0.887716 -0.276777 0.022 -0.322 -0.029
C 0.934388 -0.327313 0.268096 -0.298 0.147 0.265
C 0.595110 1.060109 -0.359831 0.059 -0.017 0.137
C -0.890378 0.778131 -0.651865 -0.051 0.349 -0.044
C -1.360532 0.036602 0.608165 -0.146 0.004 0.126
C -0.417103 -0.991639 -0.043900 0.038 -0.378 0.215
O -0.807129 -0.496408 -1.343353 0.083 -0.075 -0.108
H 2.367322 -1.540779 0.379717 0.325 -0.089 -0.394
H 1.028365 -0.397889 1.370171 -0.018 0.740 -0.326
H 0.786176 1.919936 0.286290 -0.082 -0.130 0.007
H 1.130873 1.200222 -1.306810 0.013 -0.166 0.296
H -1.495972 1.524936 -1.171648 0.193 -0.109 0.103
H -1.075387 0.458212 1.578966 -0.129 -0.111 -0.153
H -2.406618 -0.262902 0.582241 0.065 0.035 -0.064
H -0.490023 -2.073495 0.080533 -0.072 0.122 -0.031


[3]
107
Properties=species:S:1:pos:R:3:forces:R:3 method="wB97M-V/def2-TZVPD" de_lowest_kcal_mol=0.0 e_lumo_ev=-0.32 total_energy_ha=-3287.02416 gap_ev=10.2 homo_energy_ev=-10.49 max_force_ev_per_a=1.58
C 2.247955 -1.456479 2.394410 -1.167 0.425 0.700
N 2.936563 -1.951541 3.611969 0.472 0.021 0.158
O 3.066196 -3.156358 3.730315 0.009 0.325 -0.045
O 3.264216 -1.123980 4.447971 -0.097 -0.392 -0.369
H 2.423758 -2.078131 1.530746 0.248 -0.195 0.067
H 2.413858 -0.394945 2.265315 0.533 -0.037 -0.122
H 1.201158 -1.522995 2.716143 -0.025 -0.206 -0.407
C 5.086298 2.756938 -3.074905 -0.143 -0.365 0.181
N 3.862847 2.454829 -2.273694 0.111 -0.491 1.001
O 3.921553 2.630499 -1.067535 -0.123 0.115 -0.840
O 2.904449 1.978166 -2.860260 0.247 0.378 -0.083
H 5.845299 3.144364 -2.409240 -0.145 0.417 0.027
H 4.762471 3.421876 -3.866469 0.268 0.051 -0.102
H 5.452760 1.806401 -3.457214 -0.257 0.011 -0.258
C 4.071501 -3.371089 -4.039801 -0.289 -0.210 0.628
N 4.686908 -2.618128 -2.907923 0.070 0.170 0.152
O 5.866567 -2.342371 -2.991383 0.122 0.022 -0.184
O 3.981118 -2.324964 -1.967377 0.001 -0.099 -0.102
H 4.360398 -2.888136 -4.963027 0.074 -0.088 -0.087
H 3.003529 -3.377310 -3.854880 -0.053 0.155 -0.186
H 4.430031 -4.393866 -3.951073 0.225 0.068 -0.235
C -0.591900 2.124200 -2.961459 -0.652 0.196 -0.224
N -1.865344 2.907968 -2.887216 0.471 0.129 0.395
O -2.545976 3.016179 -3.875653 -0.173 -0.019 -0.391
O -2.110771 3.416872 -1.814154 -0.201 0.028 0.297
H 0.171050 2.736479 -2.499094 0.147 -0.050 -0.063
H -0.441408 1.936084 -4.016200 0.295 -0.187 0.030
H -0.774922 1.219310 -2.392346 0.092 -0.150 -0.064
C 6.805966 0.076388 -0.288584 -0.051 0.269 -0.868
N 5.626857 -0.472643 0.412233 -0.161 -0.750 -0.342
O 4.590545 0.152789 0.432509 0.104 0.576 0.054
O 5.743919 -1.606991 0.810066 0.069 -0.407 0.505
H 6.527137 0.046300 -1.344821 -0.036 0.134 0.077
H 7.640632 -0.599814 -0.176327 0.066 0.025 0.398
H 7.000998 1.100304 0.007927 -0.062 -0.013 0.192
C -3.224185 3.805534 1.518146 0.804 1.152 0.431
O -4.279071 2.967621 1.979029 0.162 -0.225 -1.173
C -4.123349 2.465424 3.189714 -0.176 -0.098 -0.049
O -3.302024 2.787147 3.996600 0.610 0.276 0.541
O -5.037806 1.525917 3.352990 -0.693 -0.364 -0.032
C -5.359683 1.193183 4.699640 0.083 -0.146 0.316
H -3.252427 3.989266 0.447778 -0.643 -0.424 -0.051
H -2.225687 3.428311 1.742684 -0.212 -0.297 0.230
H -3.300268 4.769939 2.025667 0.062 -0.040 -0.031
H -4.502997 0.812531 5.253653 0.116 0.165 -0.120
H -6.098057 0.401094 4.660173 -0.106 0.057 -0.166
H -5.758106 2.075407 5.200140 -0.004 -0.042 0.068
C -2.450051 0.309885 0.710999 -1.248 0.536 0.800
O -1.514484 -0.546022 0.074131 -0.512 0.024 -0.351
C -0.270522 -0.094009 -0.015592 0.236 -0.163 0.063
O 0.205619 0.790511 0.637949 0.146 0.467 0.338
O 0.367534 -0.803625 -0.931239 -0.012 -0.226 -0.600
C 1.762433 -0.514811 -1.125444 0.277 -0.192 0.553
H -2.103562 0.733538 1.653662 0.413 -0.164 -0.114
H -3.354081 -0.256359 0.936502 0.277 -0.385 -0.089
H -2.830995 1.142633 0.110664 0.658 -0.122 -0.455
H 2.335276 -1.098245 -0.409558 0.044 0.062 0.048
H 1.996229 0.536606 -0.987332 -0.197 0.038 -0.042
H 2.051657 -0.859015 -2.110539 -0.342 0.073 -0.149
C -2.262976 -2.747638 -3.431724 0.174 -0.406 0.417
O -2.766249 -2.074725 -4.572693 -0.140 -0.013 -0.202
C -3.144521 -0.799174 -4.428679 0.208 -0.369 0.041
O -3.048459 -0.143641 -3.426224 -0.063 0.277 0.034
O -3.625768 -0.425091 -5.602042 -0.195 0.060 -0.531
C -4.145068 0.894337 -5.727672 -0.415 0.715 0.802
H -2.877603 -3.624388 -3.222602 -0.118 0.093 -0.171
H -2.260024 -2.110897 -2.557839 0.072 0.228 0.122
H -1.254102 -3.095957 -3.644744 0.057 0.119 -0.045
H -4.735174 1.169770 -4.850600 0.097 -0.180 0.073
H -4.816443 0.937643 -6.577701 0.236 -0.310 -0.254
H -3.360655 1.643481 -5.800457 0.169 -0.170 -0.182
C -4.674050 -3.792189 1.736418 -0.958 0.241 -0.574
O -3.503539 -3.139089 2.203491 -0.133 -0.372 0.101
C -3.647874 -2.039088 2.955729 0.473 -0.199 -0.260
O -4.670985 -1.509357 3.278428 -0.062 -0.067 0.211
O -2.398819 -1.653831 3.224275 0.150 -0.446 -0.035
C -2.157911 -0.687202 4.220562 0.068 0.653 0.839
H -5.212248 -4.402389 2.465339 0.478 0.159 0.397
H -4.382233 -4.441530 0.914417 0.222 0.085 0.051
H -5.400124 -3.063840 1.363480 0.167 0.019 -0.001
H -2.739062 -0.843477 5.131709 -0.331 -0.136 -0.267
H -2.326262 0.326217 3.859351 -0.057 -0.007 -0.021
H -1.121810 -0.791866 4.536995 0.092 -0.023 -0.353
C -0.624945 -4.065025 1.317145 -0.267 -0.411 0.920
O 0.731573 -4.142368 0.883134 -0.045 0.682 -0.362
C 1.356111 -5.288441 1.122892 -0.434 0.120 -0.165
O 0.854336 -6.272083 1.591398 0.015 -0.315 0.173
O 2.608849 -5.158332 0.711193 0.322 0.433 -0.298
C 3.377691 -6.334564 0.797082 -0.275 -1.506 0.043
H -0.982894 -3.043142 1.264948 0.318 0.121 -0.298
H -0.658131 -4.377955 2.362735 -0.171 0.013 -0.050
H -1.288121 -4.723215 0.755571 0.193 -0.003 -0.178
H 2.931225 -7.146932 0.209446 -0.100 0.270 -0.127
H 3.371583 -6.730434 1.812404 0.369 0.291 0.108
H 4.369537 -6.167926 0.398740 0.101 0.446 0.226
C 0.841889 3.540648 0.448192 -0.673 -0.291 -0.124
O 0.949702 4.948537 0.215652 0.507 -0.182 -0.230
C 0.277471 5.739233 1.029414 -0.351 0.219 -0.290
O -0.384501 5.415533 1.971253 -0.232 -0.333 0.658
O 0.398421 6.985253 0.577193 0.188 0.342 -0.492
C -0.207502 8.006912 1.344601 -0.071 0.571 0.875
H 0.980518 3.060913 -0.513784 0.319 0.043 0.000
H -0.162103 3.284608 0.776716 0.055 0.105 0.134
H 1.561987 3.163494 1.168303 0.134 0.219 0.012
H -0.354873 8.886153 0.723695 0.146 -0.184 -0.302
H 0.452919 8.289742 2.170671 -0.020 -0.079 -0.074
H -1.166392 7.734648 1.784798 0.048 -0.343 -0.209